C23H17BrFN5O6SW | the ωB97M-V functional and the def2-TZVPD basis

Each line ends with the Löwdin charge.
Atoms and positions in Å:
H -4.40 5.95 -1.21  0.13
H -5.30 -1.04 -0.58  0.13
H 0.43 -1.10 -2.19  0.06
H -3.92 1.91 1.65  0.12
H 6.23 -0.18 -0.07  0.14
C -2.33 0.06 -0.21  -0.49
C 0.50 -2.65 0.83  -0.12
H -6.01 3.18 1.69  0.13
O -0.44 3.26 -0.27  -0.28
C 0.76 -3.17 -1.89  0.03
C 5.16 -0.18 0.09  0.01
H 0.81 -4.77 1.10  0.14
N -3.51 -0.03 -0.73  0.20
F 1.10 -5.43 -1.37  0.11
W 0.16 0.37 0.71  1.85
C -4.29 5.06 -0.60  0.01
S -1.52 2.44 0.20  0.71
H 0.86 -3.40 -2.94  0.14
C 2.99 0.47 -0.52  -0.64
H 2.75 -1.31 2.18  0.13
C -2.99 3.21 0.17  -0.33
C -3.91 -1.71 0.94  0.02
C -3.13 4.36 -0.64  -0.02
C -2.63 -1.52 1.42  -0.02
N -6.47 5.38 0.31  0.18
C 0.87 -4.19 -0.96  -0.26
Br 1.67 1.28 -1.59  1.07
C -4.31 -0.94 -0.15  -0.03
N -1.84 -0.63 0.82  0.00
C 0.41 -1.59 -0.09  -0.32
N -1.33 0.98 -0.65  -0.20
C 0.54 -1.88 -1.45  -0.12
H -6.57 6.24 -0.21  0.13
H -2.23 -2.06 2.27  0.15
C 0.33 0.90 3.44  -0.37
H 4.72 1.03 -1.66  0.13
C -4.04 2.78 1.01  -0.04
H 5.22 -1.39 1.87  0.13
C 0.74 -3.95 0.40  0.03
C 4.34 0.50 -0.80  -0.03
H -7.22 5.14 0.94  0.13
O 1.14 3.18 3.22  0.27
O -1.31 1.78 1.56  -0.37
O 1.25 1.77 1.42  -0.23
C -5.35 4.66 0.25  -0.26
C 0.98 2.14 2.71  -0.43
O 0.30 -0.16 2.49  -0.20
C 3.24 -0.81 1.36  -0.06
C -5.20 3.49 1.05  0.01
N 2.45 -0.15 0.51  -0.10
C 4.60 -0.85 1.17  0.01
H -2.31 4.67 -1.28  0.13
H 0.39 -2.48 1.89  0.10
O -0.13 0.88 4.50  0.29
H -4.57 -2.43 1.39  0.13

Calculated values
Max |F| ... 1.9 eV Å⁻¹
Net charge ... +2
Orbital gap ... 0.1959 Eh
Multiplicity ... 1